(1)
Density functional theory data (the ωB97M-V functional and the def2-TZVPD basis) for 2 unconnected molecules or ions with the total composition C2H4N6O5.

Properties
Calculated total energy   -21304.01534 eV
Charge   0
HOMO (spin up / spin down)   -8.94 / -8.94 eV
Energy above the lowest of the compared OMol25 structures with the same formula, charge and spin   113.6 kcal per mole
Gap between HOMO and LUMO (spin up / spin down)   7.60 / 7.60 eV

Geometry as XYZ:
```
17
C2H4N6O5 the ωB97M-V functional and the def2-TZVPD basis
C 0.920 0.330 -1.105
C 0.684 -1.111 -0.585
N 0.159 2.547 -0.572
N 0.221 1.194 -0.258
N -0.263 -0.924 0.494
N -0.734 -1.941 1.067
N 1.960 -1.792 0.029
N -0.628 0.321 0.694
O -1.353 0.732 1.561
O 1.491 0.588 -2.112
O -0.518 3.189 0.158
O 2.426 -2.767 -0.478
O 2.271 -1.346 1.124
H 0.337 -1.873 -1.415
H -1.252 -1.687 1.796
H -3.183 2.473 -0.204
H -2.538 2.067 -0.194
```

(2)
Density functional theory data (the ωB97M-V functional and the def2-TZVPD basis) for 2 unconnected molecules or ions with the total composition C2H4N6S2.

Properties
Calculated total energy   -32746.16257 eV
Charge   0
HOMO   -8.39 eV
Energy above the lowest of the compared OMol25 structures with the same formula, charge and spin   50.7 kcal per mole
Gap between HOMO and LUMO   8.71 eV

Geometry as XYZ:
```
14
C2H4N6S2 the ωB97M-V functional and the def2-TZVPD basis
C 2.414 -0.461 -0.082
C -0.928 0.313 -0.455
N -1.520 -2.347 1.681
N -1.138 -1.532 0.993
N 1.767 -0.121 0.865
N -0.713 -0.922 0.056
N -0.551 0.450 -1.732
N -1.284 1.163 0.422
S 1.573 1.000 1.993
S 2.906 -1.309 -1.303
H -0.361 -0.442 -2.123
H -0.878 1.327 -2.102
H 0.135 0.818 1.839
H -1.424 2.062 -0.051
```

(3)
Density functional theory data (the ωB97M-V functional and the def2-TZVPD basis) for a gas-phase ion, C2H4NO (charge +1).

Properties
Calculated total energy   -5664.31889 eV
SMILES   C=[N+]1CO1
Charge   +1
HOMO   -17.20 eV
Energy above the lowest of the compared OMol25 structures with the same formula, charge and spin   69.5 kcal per mole
Gap between HOMO and LUMO   11.63 eV

Geometry as XYZ:
```
8
C2H4NO the ωB97M-V functional and the def2-TZVPD basis
C -1.256 0.601 0.037
N 0.021 0.348 -0.025
C 1.398 -0.315 -0.029
O 1.150 1.093 0.014
H -1.951 -0.383 -0.039
H -1.641 1.605 -0.111
H 1.709 -0.907 -0.881
H 1.768 -0.555 1.033
```

(4)
Density functional theory data (the ωB97M-V functional and the def2-TZVPD basis) for a gas-phase ion, C2H4NO (charge +1).

Properties
Calculated total energy   -5662.29557 eV
Charge   +1
HOMO (spin up / spin down)   -17.34 / -15.86 eV
Energy above the lowest of the compared OMol25 structures with the same formula, charge and spin   116.2 kcal per mole
Gap between HOMO and LUMO (spin up / spin down)   9.28 / 7.51 eV

Geometry as XYZ:
```
8
C2H4NO the ωB97M-V functional and the def2-TZVPD basis
C -0.503 0.916 -0.584
C 0.463 0.817 0.572
N 0.510 2.154 0.799
O 1.060 2.912 0.153
H -1.529 0.716 -0.421
H 1.531 0.442 0.461
H -0.002 0.151 1.234
H -0.504 1.604 -1.382
```

(5)
Density functional theory data (the ωB97M-V functional and the def2-TZVPD basis) for a gas-phase ion, C2H4NO (charge +1).

Properties
Calculated total energy   -5664.46850 eV
SMILES   CC=[N+]=O
Charge   +1
HOMO   -17.32 eV
Energy above the lowest of the compared OMol25 structures with the same formula, charge and spin   66.0 kcal per mole
Gap between HOMO and LUMO   9.24 eV

Geometry as XYZ:
```
8
C2H4NO the ωB97M-V functional and the def2-TZVPD basis
C 0.886 0.063 -0.233
C -0.412 -0.001 0.506
N -1.536 -0.153 -0.012
O -2.602 -0.232 -0.419
H 1.495 0.970 -0.095
H 1.514 -0.828 -0.039
H 0.757 -0.045 -1.247
H -0.102 0.225 1.538
```

(6)
Density functional theory data (the ωB97M-V functional and the def2-TZVPD basis) for a gas-phase ion, C2H4NO2 (charge -1).

Properties
Calculated total energy   -7725.23162 eV
SMILES   NCC(=O)[O-]
Charge   -1
HOMO   -3.83 eV
Energy above the lowest of the compared OMol25 structures with the same formula, charge and spin   8.8 kcal per mole
Gap between HOMO and LUMO   8.51 eV

Geometry as XYZ:
```
9
C2H4NO2 the ωB97M-V functional and the def2-TZVPD basis
N 1.628 -0.537 0.773
C 0.089 -0.632 0.832
C -0.538 0.157 -0.383
O -1.721 0.486 -0.154
O 0.216 0.523 -1.304
H 1.854 0.234 1.401
H 1.705 -0.070 -0.142
H -0.204 -0.113 1.738
H -0.090 -1.699 0.801
```

Among the records above, which one has the highest calculated total energy? number 4

Look up the calculated total energy of the third one. -5664.31889 eV